[1]
A cluster of 12 separate species, C24H67FN23O20PS in total in a non-equilibrium geometry, computed with ωB97M-V/def2-TZVPD.

```
137
Properties=species:S:1:pos:R:3:forces:R:3
C -2.688437 -2.762840 0.480256 -0.07 -0.21 -0.60
C -1.442174 -3.065750 -0.369093 -0.90 0.45 1.36
F -1.290842 -4.448973 -0.363921 0.19 -0.07 -0.40
C -0.068461 -2.468687 0.151176 -0.73 -1.77 -2.02
C 0.884678 -2.565134 -1.065543 0.78 1.35 0.42
C 0.879387 -1.372721 -2.056479 -0.34 -0.81 -0.67
C -0.182648 -1.450214 -3.196601 -0.59 0.74 0.14
C -1.333469 -0.444937 -3.014205 0.65 -0.13 0.19
O -1.766103 0.094667 -4.295694 -0.06 -0.53 0.63
C -2.490751 1.194151 -4.006087 -1.53 -2.04 0.66
O -2.112475 2.268371 -4.226127 1.26 3.45 -0.74
O 0.435835 -3.520450 1.018389 0.08 0.88 1.67
S 0.031767 -3.266141 2.554069 -0.05 -1.43 -0.60
O 1.111768 -3.486579 3.438083 1.42 1.22 -0.24
O -1.051603 -4.115928 2.913729 -1.42 0.68 -0.64
O -0.364387 -1.721361 2.359276 -1.08 -0.49 0.64
C -0.073070 -1.196866 1.027847 3.16 -0.44 0.67
C 1.430496 -0.787312 1.196119 -0.26 1.15 -0.02
C 1.611190 0.360267 2.210999 0.70 -0.25 0.78
C 1.778105 -0.089517 3.695358 -0.66 0.09 -1.28
C 0.851376 0.584088 4.700180 0.24 -0.13 -2.44
O 1.020544 0.387942 5.831880 0.61 -0.39 3.84
O -0.145945 1.420445 4.334586 -0.51 -0.06 -0.68
P -1.225316 0.194721 0.453094 -1.49 -1.18 -1.70
N -0.282335 1.597415 0.147113 -0.27 -0.20 1.36
O -2.126294 0.540223 1.795885 1.26 0.23 -0.23
H -2.511910 -2.713830 1.553649 0.04 0.19 -0.11
H -3.166536 -1.862909 0.082209 0.03 0.01 0.31
H -3.383908 -3.592498 0.325579 0.00 0.16 -0.03
H -1.670485 -2.805813 -1.402612 0.36 0.26 0.03
H 0.662807 -3.480704 -1.615998 -0.05 0.00 0.18
H 1.917922 -2.674019 -0.694882 -0.56 -0.06 -0.04
H 0.833197 -0.393115 -1.571778 -0.06 -0.14 0.08
H 1.851804 -1.395504 -2.557542 -0.03 0.01 0.18
H 0.297580 -1.177615 -4.138930 -0.07 -0.19 0.02
H -0.643178 -2.436098 -3.293145 0.46 -0.11 -0.10
H -0.945162 0.397818 -2.433519 -0.11 0.01 -0.06
H -2.180629 -0.852009 -2.450692 -0.01 0.02 -0.21
H -3.482903 1.085115 -3.531825 0.11 -0.78 0.03
H 2.027796 -1.637725 1.540577 -0.25 -0.11 -0.16
H 1.885574 -0.478145 0.252395 -0.27 -0.03 -0.02
H 0.831020 1.119054 2.165275 0.15 -0.18 -0.32
H 2.539876 0.873248 1.940020 -0.21 0.11 -0.08
H 2.808355 0.049237 4.021204 -0.16 0.18 0.23
H 1.591767 -1.161873 3.782483 0.01 0.12 0.16
H -0.577608 1.144374 3.509685 0.10 0.17 0.04
H -0.887956 2.398847 0.309363 0.27 0.14 -0.09
H 0.092505 1.609054 -0.791973 -0.23 0.02 -0.04
H -2.810391 -0.146048 1.827481 -0.10 0.28 0.22
N 5.687261 -4.085309 -1.117732 0.00 0.30 -0.14
C 4.685372 -4.499077 -0.292985 0.18 -0.12 -0.07
N 5.009607 -5.503445 0.568959 -0.13 -0.09 0.14
O 3.572801 -3.996157 -0.327589 -0.04 0.07 0.11
H 6.611787 -4.473274 -1.114561 -0.02 0.00 0.01
H 5.471003 -3.343492 -1.766730 0.10 -0.10 -0.14
H 4.288833 -5.825722 1.189231 0.02 0.03 -0.01
H 5.916428 -5.927940 0.612858 -0.01 0.03 -0.04
N -3.944806 4.726365 5.623772 0.44 -0.25 -0.48
C -3.485900 3.456744 5.468360 0.09 0.16 0.04
N -2.348029 3.159262 6.161122 0.02 -0.26 0.01
O -4.053874 2.636955 4.757657 -0.03 -0.05 -0.06
H -3.502438 5.414104 6.201249 -0.17 -0.03 0.13
H -4.779986 4.975212 5.134126 -0.04 0.08 0.20
H -1.982081 2.228308 6.066080 0.09 0.07 -0.04
H -1.866694 3.813721 6.747040 -0.04 0.01 -0.02
N -3.049172 -5.933533 1.513132 -0.19 0.10 0.17
C -4.368234 -6.238770 1.553269 0.33 -0.13 0.00
N -4.734411 -7.343551 0.829375 -0.29 0.02 -0.15
O -5.178468 -5.577205 2.188843 -0.34 0.02 -0.20
H -2.370677 -6.460923 0.997093 0.00 0.05 0.00
H -2.743618 -5.127724 2.034678 0.17 -0.16 0.03
H -5.703950 -7.602505 0.842016 0.06 -0.11 0.09
H -4.089210 -7.900690 0.302194 0.02 0.02 0.04
N 5.692267 -0.752071 -0.430135 -0.14 -0.17 0.16
C 5.887180 -0.186419 -1.657587 0.09 0.18 0.09
N 6.226115 1.129788 -1.651301 -0.06 -0.03 -0.28
O 5.762035 -0.834509 -2.687863 -0.05 -0.18 0.01
H 5.783774 -0.260646 0.438498 0.05 0.03 -0.05
H 5.440702 -1.723480 -0.419565 -0.02 0.00 0.17
H 6.379834 1.575994 -2.543361 -0.03 0.13 0.09
H 6.332841 1.669905 -0.813925 0.05 -0.07 0.01
N -7.828787 7.290436 7.008197 0.01 0.15 0.08
C -7.111767 6.225236 6.542929 -0.13 0.00 0.05
N -7.799938 5.379472 5.720333 0.09 -0.11 -0.14
O -5.944160 6.040103 6.839678 -0.24 0.28 0.07
H -8.789114 7.459397 6.776777 0.02 -0.04 0.00
H -7.353437 7.931405 7.616286 -0.01 -0.03 -0.02
H -7.305245 4.581474 5.362661 -0.07 -0.03 0.07
H -8.759602 5.511383 5.463751 0.02 0.01 0.02
N -8.350438 -5.469217 1.547353 -0.02 -0.03 0.09
C -9.050896 -5.679353 0.404459 0.01 0.08 0.19
N -8.299928 -6.067225 -0.671580 -0.04 -0.12 -0.25
O -10.263248 -5.533999 0.338602 -0.07 -0.05 -0.02
H -7.354018 -5.584451 1.626616 0.23 0.10 0.15
H -8.875489 -5.181345 2.352527 0.09 -0.01 0.02
H -8.785368 -6.231672 -1.533960 0.01 0.01 0.04
H -7.305167 -6.188933 -0.639492 0.00 0.10 0.05
N 5.077753 4.739635 -4.236981 -0.12 -0.04 0.18
C 6.243005 4.082152 -4.486982 -0.10 0.18 -0.18
N 6.995450 4.594771 -5.498929 0.19 -0.09 0.01
O 6.588960 3.099053 -3.846420 0.27 -0.02 0.03
H 4.773114 5.545795 -4.748457 0.03 -0.03 -0.02
H 4.500448 4.384716 -3.496542 0.01 0.01 -0.04
H 7.861947 4.132028 -5.709103 -0.02 0.04 -0.03
H 6.730803 5.398112 -6.036502 -0.02 -0.02 0.01
N 10.101888 3.812084 -2.595463 0.15 -0.05 0.11
C 10.735132 2.710439 -3.086761 -0.14 0.09 0.10
N 9.962399 1.918458 -3.890116 -0.01 -0.17 -0.30
O 11.899226 2.448433 -2.831883 0.04 -0.03 -0.03
H 9.145655 4.038855 -2.796602 0.00 -0.04 0.00
H 10.630773 4.426369 -2.001735 -0.11 0.15 -0.11
H 10.388524 1.094878 -4.272352 0.00 0.03 0.05
H 9.004189 2.121113 -4.108902 -0.12 -0.02 0.15
N 11.965962 8.008214 -2.630400 0.14 -0.05 0.07
C 10.655504 7.641882 -2.547403 0.13 0.07 -0.04
N 9.780808 8.466669 -3.197237 -0.20 0.01 -0.06
O 10.290572 6.651853 -1.938613 -0.11 0.00 0.07
H 12.287864 8.817734 -3.125583 -0.03 -0.01 0.00
H 12.635505 7.422945 -2.164583 -0.02 0.01 -0.03
H 8.808039 8.226089 -3.154961 0.04 0.01 0.02
H 10.059149 9.285633 -3.703192 0.03 -0.02 0.03
N -11.625475 -4.351301 4.676600 0.02 0.22 0.00
C -11.527308 -5.629997 5.152627 -0.01 -0.01 -0.03
N -11.353379 -6.584183 4.192057 0.08 -0.15 -0.18
O -11.590009 -5.894276 6.338915 -0.01 0.01 0.04
H -11.577467 -4.114369 3.703071 -0.03 -0.06 0.00
H -11.753580 -3.620631 5.351710 0.01 -0.04 -0.01
H -11.277001 -7.535956 4.499212 0.00 0.04 0.01
H -11.299794 -6.382009 3.209102 -0.03 0.01 0.00
N -1.899067 1.931606 -7.006385 -0.07 0.05 -0.15
C -1.635076 2.392726 -8.262054 -0.06 -0.13 0.07
N -1.328749 3.725520 -8.331464 0.08 0.20 -0.12
O -1.667647 1.679582 -9.248539 0.02 0.02 -0.07
H -1.875997 2.504127 -6.181818 0.10 -0.08 -0.13
H -2.126933 0.958020 -6.917045 0.09 0.02 -0.02
H -1.128701 4.102033 -9.239332 -0.02 -0.03 0.03
H -1.296552 4.330851 -7.533621 -0.03 -0.05 0.02
```
Positions in Å, forces in eV/Å.

* E_tot: -124049.138 eV
* F_max: 3.9 eV/Å
* HOMO: -9.0 eV
* SMILES: C[C@H](F)[C@]1(CCCCOC=O)OS(=O)(=O)O[C@]1(CCCC(=O)O)P(N)O.NC(N)=O.NC(N)=O.NC(N)=O.NC(N)=O.NC(N)=O.NC(N)=O.NC(N)=O.NC(N)=O.NC(N)=O.NC(N)=O.NC(N)=O

[2]
A cluster of 8 separate species, C24H67N3O14 in total in a non-equilibrium geometry, computed with ωB97M-V/def2-TZVPD.

```
108
Properties=species:S:1:pos:R:3:forces:R:3
C -4.586717 -19.275084 22.873918 -1.47 -0.51 -1.59
O -4.745379 -19.093493 21.442317 0.04 -0.65 -0.09
C -5.745306 -19.901766 20.740589 0.02 2.06 0.50
C -5.122441 -21.143146 20.230941 1.05 0.18 -2.86
N -6.000352 -22.126768 19.602925 0.49 0.57 -0.02
C -6.876098 -22.780785 20.527594 0.45 -1.22 0.48
C -7.551276 -23.990671 19.898884 -0.17 1.20 1.18
O -6.659027 -25.031815 19.707799 -0.09 -0.51 -0.61
C -7.289313 -26.174001 19.157590 -0.28 1.03 -0.91
H -4.392259 -20.301126 23.193001 -0.40 -0.27 -0.29
H -5.523458 -18.882702 23.294154 0.57 -0.08 0.60
H -3.695733 -18.761380 23.119581 0.59 1.05 0.45
H -6.121483 -19.233011 19.934439 0.43 -0.63 0.26
H -6.597810 -20.047947 21.380399 -0.37 -0.37 0.65
H -4.453657 -21.588107 20.964035 0.14 -0.04 0.39
H -4.526820 -20.832723 19.304076 -0.03 -0.12 1.59
H -5.303564 -22.777172 19.250818 -0.64 -0.47 -0.24
H -7.741791 -22.165617 20.754788 0.22 0.56 0.43
H -6.283096 -23.069180 21.449631 -0.94 0.15 -0.42
H -7.960093 -23.621576 18.961031 -0.46 -0.32 -0.26
H -8.328279 -24.255711 20.647527 -0.05 -0.29 -0.64
H -6.547258 -26.890969 19.189461 1.39 -1.82 0.00
H -7.670229 -26.134445 18.116279 0.44 0.80 0.24
H -8.130561 -26.500890 19.713452 -0.87 -0.21 1.07
C -9.770526 -14.342238 22.447941 1.08 0.51 -0.67
O -8.960342 -13.230647 21.989449 -0.40 -1.23 0.12
C -7.608329 -13.641049 22.095461 0.83 0.21 -2.04
C -6.640221 -12.498753 21.698038 -1.57 0.68 1.49
N -6.863744 -12.026230 20.332977 0.33 0.41 0.26
C -6.547366 -10.609778 20.014650 1.13 -0.46 -0.67
C -7.616363 -9.600911 20.469994 0.80 -1.80 0.50
O -8.687366 -9.742525 19.601883 -1.61 0.51 0.09
C -9.903819 -8.967706 19.909700 0.91 -1.72 0.04
H -10.759930 -14.007138 22.443465 -1.59 0.54 -0.08
H -9.544976 -14.681730 23.454963 0.43 0.19 0.27
H -9.687848 -15.201163 21.783716 0.16 -0.05 -0.20
H -7.359304 -14.505933 21.395546 -0.64 0.70 1.18
H -7.514262 -13.870033 23.134467 0.97 -0.59 0.70
H -5.618798 -12.851043 21.872522 -0.08 0.27 -0.21
H -6.923110 -11.704824 22.449119 0.73 -0.30 -0.56
H -7.847610 -12.012539 20.147917 -0.90 -0.65 0.05
H -6.439867 -10.615748 18.901024 -0.60 0.48 0.75
H -5.511166 -10.348255 20.318572 -0.70 -0.13 0.45
H -7.175004 -8.647677 20.429705 0.45 1.69 -0.13
H -7.877978 -9.799129 21.523582 -0.12 -0.04 -0.15
H -10.213144 -8.702100 18.909925 -0.62 0.35 0.03
H -9.682876 -8.088314 20.520345 0.00 -0.09 -0.10
H -10.662018 -9.637272 20.419409 0.84 0.81 -0.52
C -12.095325 -22.407232 14.018589 -0.37 0.50 0.94
O -11.217074 -22.767859 15.091108 0.19 -0.99 -0.95
C -10.626040 -24.025296 14.829606 0.58 -1.54 0.62
C -9.833303 -24.575976 16.046453 -0.29 0.39 -0.72
N -8.678385 -23.768191 16.373162 -0.26 1.97 0.03
C -7.585380 -23.830075 15.407599 0.07 1.39 -0.62
C -6.506513 -22.728324 15.665920 0.51 -1.55 1.04
O -7.123578 -21.512466 15.730797 -0.36 2.88 -0.10
C -6.242103 -20.397531 16.045712 -0.63 -0.45 -0.24
H -12.541555 -21.471616 14.423724 -0.03 -0.60 -0.85
H -12.844588 -23.211545 13.917742 -0.01 0.44 -0.06
H -11.635394 -22.245512 13.016064 0.16 -0.05 0.81
H -9.940892 -24.005529 14.004772 0.69 0.71 -0.67
H -11.276539 -24.842804 14.466778 -0.85 0.56 0.52
H -9.489871 -25.585468 15.830712 -0.19 -0.26 -0.12
H -10.473199 -24.602909 16.923940 -0.21 -0.10 0.09
H -9.081409 -22.803130 16.297687 0.98 -0.75 0.51
H -7.931418 -23.595549 14.383567 -0.01 -0.32 0.07
H -7.174068 -24.830812 15.406273 0.38 -0.19 0.05
H -5.761384 -22.675003 14.856175 0.06 -0.64 0.15
H -6.021087 -22.893302 16.657688 0.08 -0.31 -0.58
H -6.793295 -19.475627 15.988491 -0.76 0.11 0.17
H -5.416798 -20.185768 15.370111 0.21 -0.84 -0.58
H -5.826448 -20.476066 17.035197 0.05 -0.32 0.60
O -3.240273 -12.588357 20.522856 -0.79 -0.40 -0.97
C -1.888045 -12.881609 20.190193 -0.21 -0.07 -1.44
C -1.619934 -14.333688 20.045615 0.73 -0.57 1.48
O -1.921892 -15.028591 21.263634 1.34 -0.65 -0.77
H -3.866679 -12.975191 19.841417 1.19 0.42 1.11
H -1.565749 -12.504519 19.198920 -0.33 0.63 0.39
H -1.250176 -12.495071 20.955981 0.15 0.57 0.56
H -0.540261 -14.469187 19.893560 -0.29 -0.07 -0.20
H -2.175265 -14.727765 19.223857 -0.42 -0.49 -0.72
H -2.772099 -14.733620 21.516208 -1.62 0.54 0.52
O -5.023956 -15.162374 19.680557 -0.42 -1.21 1.14
C -6.151492 -16.049551 19.700825 -0.21 0.35 0.06
C -6.364774 -16.737461 18.375009 1.67 1.82 -0.23
O -5.314529 -17.650406 18.182151 0.60 -0.62 -0.64
H -4.962752 -14.874674 18.777942 0.40 0.69 -1.06
H -5.990915 -16.761740 20.529354 -0.28 0.26 -0.28
H -7.053057 -15.468358 19.803683 -0.51 0.28 0.64
H -6.324790 -15.910541 17.608987 -0.12 -0.69 0.39
H -7.323066 -17.183388 18.282899 -0.80 -0.80 0.11
H -4.582685 -17.361377 18.752770 0.15 -0.26 -0.05
O -3.912672 -14.402128 17.339188 0.41 -1.14 0.07
C -4.349153 -13.263263 16.675574 0.25 0.81 -1.63
C -5.343696 -12.398783 17.380643 -0.13 -1.48 2.87
O -6.431000 -13.157896 17.947836 0.61 -0.43 -3.02
H -3.912167 -15.143763 16.687887 0.20 0.62 0.63
H -3.521920 -12.564928 16.381302 -0.23 -0.65 0.23
H -4.815083 -13.587754 15.753362 -0.16 0.02 -0.44
H -5.670759 -11.741270 16.627193 -0.75 1.24 -0.73
H -4.855467 -11.852264 18.208575 -0.08 0.06 -0.41
H -6.551584 -12.996717 18.874770 0.20 0.81 1.51
O -3.831800 -17.021085 15.477282 -3.25 1.49 2.32
H -3.062819 -17.377650 15.140352 2.55 -1.36 -0.59
H -4.027193 -17.322881 16.409046 0.46 -0.09 -1.40
O -2.617334 -17.699980 19.959681 -0.12 -2.98 -1.53
H -2.663491 -16.857716 20.303126 0.10 3.22 1.40
H -3.199461 -18.228238 20.519412 -0.19 -0.22 0.07
```
Positions in Å, forces in eV/Å.

* E_tot: -59103.018 eV
* F_max: 4.3 eV/Å
* HOMO: -8.6 eV
* ΔE to the lowest compared entry with this formula, charge and spin: 7.7 kcal per mole
* SMILES: COCCNCCOC.COCCNCCOC.COCCNCCOC.OCCO.OCCO.OCCO.O.O

Going through the records in order, we get frontier orbital gap values of 8.80, 9.25 eV.